Entry 1:
Density functional theory data (the ωB97M-V functional and the def2-TZVPD basis) for a structure of composition C23H22Cl5CrGeN6O3S4 at a distorted geometry.

Structure (XYZ):
```
65
Properties=species:S:1:pos:R:3:forces:R:3:mulliken_charge:R:1
Cr -1.0906 -0.8817 1.2818 0.6 -0.7 -2.3 0.230
C -0.2604 2.2533 0.9738 -0.1 -0.1 0.1 -1.601
C -1.5500 1.9113 0.2948 0.3 -1.1 0.4 1.086
C -2.2074 2.9398 -0.3775 -0.8 0.3 -0.6 -1.077
C -3.4010 2.7159 -1.0158 0.6 -0.2 0.4 -1.084
C -3.9387 1.4126 -0.9989 0.3 -0.1 0.2 0.930
C -5.1570 1.0865 -1.6200 -0.4 -0.3 -0.1 -0.898
C -5.6213 -0.2113 -1.6116 -0.1 0.8 -0.3 -0.628
C -4.8621 -1.2225 -1.0447 0.8 0.1 0.4 -0.929
C -3.6382 -0.9409 -0.4497 -0.4 -0.3 -0.2 1.303
S -2.6077 -2.2303 0.0564 0.4 -0.1 0.6 -0.490
C -3.1840 0.3949 -0.3517 -0.6 0.2 -0.4 -1.046
N -2.0238 0.6539 0.3244 0.0 1.4 -0.2 1.379
H -0.2923 3.2811 1.3350 0.0 0.0 0.0 0.614
H 0.5591 2.1708 0.2551 0.0 0.0 0.0 0.245
H -0.0498 1.5828 1.8093 0.0 0.1 -0.1 -0.077
H -1.7495 3.9174 -0.3820 0.0 0.1 0.0 0.524
H -3.9175 3.5099 -1.5353 -0.1 0.1 0.0 0.398
H -5.7168 1.8706 -2.1142 0.0 0.0 0.0 0.365
H -6.5663 -0.4495 -2.0807 0.0 0.0 0.0 0.363
H -5.1827 -2.2516 -1.0728 -0.1 -0.1 0.0 0.475
Cl -2.5110 2.7966 5.6809 -0.1 0.2 0.4 -0.194
C -1.8198 2.1202 4.2154 0.2 -0.2 -0.2 0.060
Cl -3.0872 1.6196 3.0808 0.0 0.3 0.2 -0.074
H -1.2404 1.2357 4.4877 -0.1 0.2 -0.2 -0.061
H -1.2187 2.8940 3.7436 0.0 -0.2 0.0 0.274
Cl -2.2390 -3.7874 3.6958 -0.3 0.2 -0.2 -0.484
Ge -2.5430 -1.6263 3.1174 -0.9 -0.6 1.3 1.112
Cl -2.5280 -0.9371 5.2736 0.0 -0.1 -0.2 -0.409
Cl -4.7961 -1.6277 2.8642 0.6 0.1 0.0 -0.396
S 0.3177 -3.6178 0.5765 -0.4 -0.1 -0.2 -0.352
C 1.2259 -3.4476 1.9499 0.2 -0.6 -0.5 0.065
N 2.4829 -2.9426 1.9900 -0.2 0.1 0.2 -0.122
C 2.9009 -2.7188 3.3600 0.3 0.0 0.2 -0.420
C 1.7725 -3.3774 4.1818 0.0 0.0 0.4 -0.450
N 0.8801 -3.8913 3.1654 0.0 0.1 0.2 0.130
H 2.7907 -2.3320 1.2491 -0.2 -0.1 -0.1 0.280
H 2.9805 -1.6483 3.5734 0.0 -0.1 0.1 0.197
H 3.8673 -3.2017 3.5355 0.0 0.1 0.1 0.351
H 1.2463 -2.6447 4.8003 0.1 -0.1 0.0 0.201
H 2.1347 -4.1969 4.8111 0.1 0.2 0.0 0.349
H -0.0988 -4.0719 3.3821 0.3 0.1 -0.3 0.087
O 1.8349 0.8340 -6.9671 -0.1 -0.1 0.0 -0.694
S 3.1791 1.3769 -6.8978 0.1 -0.1 0.6 1.186
O 3.2660 2.7931 -7.2239 0.0 0.1 -0.2 -0.715
O 4.2001 0.5395 -7.5139 0.0 0.0 -0.2 -0.717
C 3.6800 1.3285 -5.1166 -0.3 0.3 -2.5 0.212
N 4.8629 1.8663 -4.9266 1.3 0.4 1.3 -0.591
C 5.2720 1.8305 -3.6415 -0.2 0.1 -1.0 -0.460
C 4.5209 1.2871 -2.6396 -0.6 -0.4 0.5 -0.561
C 3.2459 0.7424 -2.9615 0.8 0.6 -1.1 0.426
N 2.8679 0.7905 -4.2791 -1.0 -0.8 2.1 -0.351
C 2.3437 0.2134 -2.0090 -0.2 -0.2 0.2 0.968
C 2.6145 0.1863 -0.6146 -0.1 -0.1 0.2 -1.038
C 1.6512 -0.2050 0.2656 0.6 0.2 0.3 -1.335
N 0.4064 -0.5954 -0.0836 -0.2 0.0 0.8 1.357
C 0.1657 -0.6632 -1.4159 -0.2 0.0 -1.0 -0.884
C 1.0632 -0.2900 -2.3723 -0.1 0.0 0.1 -0.945
H 6.2425 2.2715 -3.4499 0.1 0.0 0.1 0.396
H 4.8885 1.2671 -1.6260 0.1 0.1 0.1 0.335
H 3.5756 0.4883 -0.2278 0.1 0.0 0.1 0.181
H 1.8402 -0.1930 1.3354 0.2 0.1 -0.1 0.548
H -0.8093 -1.0475 -1.6957 0.1 0.0 0.0 0.426
H 0.8187 -0.3607 -3.4200 -0.1 0.0 -0.1 0.661
S 0.2088 -0.5718 3.0719 0.0 0.1 0.8 -0.630
```
Forces are in eV/Å.

Properties
HOMO level (spin up / spin down): -0.7 / -3.0 eV
Energy: -8459.3098 Ha
Charge: -2
Multiplicity: 6
Energy above the lowest of the compared OMol25 structures with the same formula, charge and spin: 146.7 kJ/mol

***

Entry 2:
Density functional theory data (the ωB97M-V functional and the def2-TZVPD basis) for a structure of composition C23H22ClN4SY at a distorted geometry.

Structure (XYZ):
```
52
Properties=species:S:1:pos:R:3:forces:R:3:mulliken_charge:R:1
Y -0.1947 0.5386 -0.7488 0.2 1.3 -0.2 1.140
N 2.2230 0.1976 -0.5467 -0.3 -0.4 -0.1 -0.542
C 2.5735 0.2273 0.8739 0.9 -0.6 -0.4 0.803
C 3.9144 0.1458 1.2366 -0.4 0.3 0.0 -0.499
C 4.2731 0.1449 2.5950 0.3 -0.4 0.8 -0.678
C 3.2973 0.2319 3.5753 0.9 0.0 -0.9 -0.909
C 1.9355 0.2297 3.2465 0.0 0.5 -1.4 0.880
C 0.9289 0.3331 4.2127 -1.2 -0.1 -0.4 -0.405
C -0.4133 0.2973 3.8164 0.8 -0.3 1.6 -0.936
C -0.7507 0.2393 2.4939 1.6 0.5 -1.3 0.005
N 0.1950 0.3241 1.5418 0.6 -0.9 -0.7 -0.054
C 1.5582 0.2271 1.8479 -1.1 0.5 1.6 -0.200
H 2.5164 -0.6880 -0.9925 0.2 0.7 0.4 0.351
H 2.6652 0.9865 -1.0257 0.0 -0.2 0.0 0.292
H 4.7054 0.1500 0.4702 -0.5 -0.2 0.3 0.449
H 5.3268 -0.0050 2.9160 -0.9 0.5 -0.5 0.381
H 3.6157 0.3467 4.5896 0.0 -0.2 0.6 0.441
H 1.2393 0.4257 5.2477 -0.3 -0.1 0.0 0.469
H -1.2270 0.2745 4.5190 0.0 0.1 0.4 0.411
H -1.7723 0.2002 2.1599 -0.3 0.0 -0.1 0.382
Cl 4.6413 4.4939 -3.8549 -0.2 0.0 0.4 -0.171
C 3.2803 3.9071 -2.9414 0.4 -0.4 -0.6 0.430
C 2.2828 3.2450 -3.6476 0.0 0.5 0.1 -0.953
C 1.1302 2.8044 -3.0027 -0.1 -0.5 0.3 0.038
C 0.9666 3.0363 -1.6124 1.1 0.8 -0.6 0.685
C -0.3061 2.8771 -0.9235 -0.7 -1.6 0.4 -1.475
C 2.0953 3.5633 -0.9159 -0.5 -0.1 -0.7 -0.455
C 3.2396 4.0103 -1.5588 0.0 -0.4 0.1 -0.787
H 2.4185 3.2201 -4.7173 -0.2 -0.4 -0.1 0.412
H 0.3635 2.2685 -3.5995 0.2 0.7 0.4 0.345
H -1.1966 3.1945 -1.4730 0.2 0.2 0.1 0.424
H -0.2700 3.2382 0.1011 -0.2 0.4 0.0 0.398
H 1.9987 3.7210 0.1375 0.0 0.1 0.6 0.471
H 4.1007 4.3942 -1.0119 -0.4 0.1 -0.1 0.443
N -2.7434 -0.5555 -3.2128 0.4 0.6 0.2 -0.421
C -2.9784 -1.0237 -1.9800 -0.6 -1.6 -0.3 0.557
S -2.8154 0.0712 -0.6739 -0.2 0.0 0.1 -0.410
N -3.3556 -2.3162 -1.9033 0.6 1.9 -0.1 -0.209
C -3.4813 -3.1266 -0.7527 0.4 -0.2 0.4 0.775
C -3.0530 -4.4357 -0.9145 -0.4 -0.8 0.4 -0.503
C -3.3468 -5.3530 0.1089 -0.2 0.5 -0.1 -0.644
C -3.9810 -4.8982 1.2627 0.4 0.7 -0.4 -0.507
C -4.1923 -3.5357 1.4736 0.3 -0.4 -0.2 -0.765
C -3.9776 -2.6357 0.4527 0.0 0.0 -0.4 -0.381
H -2.7407 0.4493 -3.3194 0.0 -0.2 -0.3 0.284
H -2.5096 -1.1586 -3.9779 -0.3 -0.1 -0.4 0.197
H -3.5291 -2.8054 -2.7710 0.0 0.1 -0.1 0.313
H -2.5634 -4.7494 -1.8485 -0.3 0.1 0.5 0.366
H -3.1068 -6.4029 0.0097 0.0 0.0 -0.1 0.399
H -4.3215 -5.5458 2.0307 0.1 -0.8 0.5 0.436
H -4.4774 -3.2009 2.4524 -0.5 0.1 0.2 0.410
H -4.1813 -1.5786 0.5546 -0.2 -0.3 0.1 0.520
```
Forces are in eV/Å.

Properties
HOMO level: -12.9 eV
Energy: -2004.9257 Ha
Charge: +2
Energy above the lowest of the compared OMol25 structures with the same formula, charge and spin: 0.0 kJ/mol

***

Entry 3:
Density functional theory data (the ωB97M-V functional and the def2-TZVPD basis) for an isolated molecule of C23H22ClNO4S.

Structure (XYZ):
```
52
Properties=species:S:1:pos:R:3:forces:R:3:mulliken_charge:R:1
O -0.4563 -2.3266 2.7275 -0.1 0.0 0.1 -0.587
C 0.5367 -2.2634 2.0543 -0.4 -0.3 0.2 0.422
O 1.5542 -1.4410 2.3608 0.6 0.4 0.0 -0.378
C 0.8041 -3.0588 0.8081 0.2 0.1 -0.2 -0.772
C 0.8167 -2.1748 -0.4688 0.0 -0.4 0.1 -0.579
N 1.8889 -1.2092 -0.4212 -0.1 0.2 -0.2 0.162
C 3.1792 -1.5898 -0.5668 -0.1 0.0 -0.1 0.600
O 3.5050 -2.7261 -0.8526 -0.1 -0.2 0.0 -0.691
C 4.1644 -0.5079 -0.3731 0.8 0.4 0.1 0.630
S 3.6764 1.1061 0.0983 0.3 -0.1 -0.1 -0.442
C 5.3253 1.6561 0.1121 -0.1 -0.4 -0.1 0.598
C 5.7790 2.9323 0.4112 0.1 0.1 0.0 -0.665
C 7.1375 3.1675 0.3652 -0.2 0.1 0.0 -0.496
C 8.0322 2.1508 0.0275 0.1 -0.1 0.0 -0.614
C 7.5839 0.8841 -0.2709 0.0 0.0 0.0 -0.566
C 6.2135 0.6226 -0.2315 0.0 0.4 0.1 0.376
C 5.5214 -0.5999 -0.5011 -0.9 -0.1 0.0 -0.404
Cl 6.3491 -2.0226 -0.9439 0.3 -0.1 0.0 -0.193
C -0.5199 -1.5130 -0.6769 0.1 0.1 -0.1 0.678
C -1.4280 -2.0525 -1.5820 0.0 0.1 0.1 -0.693
C -2.6764 -1.4961 -1.7497 -0.2 0.1 0.1 -0.742
C -3.0617 -0.3749 -1.0105 0.3 -0.2 0.0 0.623
O -4.3105 0.0891 -1.2546 0.0 -0.3 -0.2 -0.438
C -4.8046 1.2064 -0.5331 0.0 0.4 0.2 0.231
C -6.1361 1.6119 -1.1926 0.1 0.1 0.0 -0.910
C -7.1495 1.7209 -0.0541 0.0 -0.1 0.0 -0.567
C -6.6658 0.6738 0.9437 0.0 0.2 0.1 -0.765
C -5.1502 0.8620 0.9309 0.0 -0.2 -0.1 -0.685
C -2.1555 0.1719 -0.1070 -0.3 0.2 0.0 -0.793
C -0.9043 -0.3972 0.0515 0.1 -0.2 -0.2 -0.453
H 1.3598 -0.9564 3.1786 -0.2 -0.2 -0.1 0.357
H 1.7855 -3.5293 0.8887 0.0 -0.1 0.0 0.489
H 0.0312 -3.8197 0.7080 0.0 0.1 0.1 0.426
H 1.0364 -2.8488 -1.3059 -0.1 0.1 0.2 0.577
H 1.6746 -0.2830 -0.0887 0.0 -0.1 -0.1 0.308
H 5.0814 3.7130 0.6704 0.0 0.1 0.0 0.402
H 7.5138 4.1531 0.5936 0.0 0.1 0.0 0.381
H 9.0895 2.3657 0.0005 0.1 0.0 0.0 0.381
H 8.2638 0.0895 -0.5345 0.1 -0.1 0.0 0.393
H -1.1514 -2.9218 -2.1602 0.0 -0.1 -0.1 0.369
H -3.3820 -1.9135 -2.4503 -0.1 0.0 -0.1 0.434
H -4.0708 2.0212 -0.5885 0.0 -0.1 0.0 0.360
H -6.4186 0.8109 -1.8759 0.0 0.0 0.0 0.272
H -6.0450 2.5341 -1.7631 0.0 0.0 -0.1 0.319
H -8.1689 1.5441 -0.3923 -0.1 0.1 0.0 0.363
H -7.1027 2.7131 0.3982 -0.1 0.0 0.0 0.288
H -7.0915 0.8049 1.9371 -0.1 -0.1 0.0 0.374
H -6.9184 -0.3240 0.5838 0.0 -0.1 0.0 0.292
H -4.6190 -0.0298 1.2608 0.1 0.1 0.1 0.418
H -4.8709 1.6932 1.5800 0.0 0.0 0.0 0.309
H -2.4139 1.0329 0.4883 -0.1 0.1 0.0 0.329
H -0.2318 0.0485 0.7707 0.1 0.1 0.1 0.275
```
Forces are in eV/Å.

Properties
SMILES: O=C(O)C[C@H](NC(=O)c1sc2ccccc2c1Cl)c1ccc(OC2CCCC2)cc1
HOMO level: -8.5 eV
Energy: -2103.8035 Ha
Charge: 0
Energy above the lowest of the compared OMol25 structures with the same formula, charge and spin: 0.0 kJ/mol

***

Entry 4:
Density functional theory data (the ωB97M-V functional and the def2-TZVPD basis) for a cluster of 2 separate species, C23H22ClO6S in total at a distorted geometry.

Structure (XYZ):
```
53
Properties=species:S:1:pos:R:3:forces:R:3:mulliken_charge:R:1
C 5.6310 0.0428 1.4328 -0.1 -0.2 0.2 -0.642
O 4.4898 -0.6184 2.0261 0.1 0.0 0.1 -0.476
C 3.3150 0.0035 2.2662 -1.3 -0.4 0.2 0.109
C 2.1950 -0.7481 2.5679 2.1 0.0 -0.4 -1.090
C 0.9347 -0.1410 2.7856 -2.2 -1.5 0.7 1.011
C -0.2352 -0.9369 2.8471 2.7 0.8 0.3 -0.984
C -1.5557 -0.4328 2.7393 -1.8 0.8 -0.2 0.496
C -2.6608 -1.0966 3.3611 1.0 0.3 -0.5 -0.620
C -3.9319 -0.5844 3.2884 -0.5 0.8 -0.4 -0.609
C -4.1662 0.6252 2.5797 0.8 0.1 -0.1 1.044
O -5.4262 1.1336 2.6083 0.1 0.6 -0.4 -0.457
C -5.6308 2.4016 1.9348 0.1 -0.7 0.2 -0.791
C -3.1051 1.2676 1.8947 -0.9 -0.3 0.5 -0.438
C -1.8331 0.7415 1.9791 0.3 -0.6 0.4 -0.873
C 0.8862 1.2635 2.9928 0.9 1.9 -0.6 -0.847
C 1.9695 2.0690 2.7151 -1.0 -1.0 -0.2 -0.031
O 1.8781 3.4092 2.9113 0.1 0.2 0.1 -0.496
C 2.5086 4.3333 1.9923 0.0 -0.3 0.2 -0.619
C 3.2112 1.4687 2.2186 1.4 1.0 -0.6 1.695
O 4.1657 2.1829 1.8042 -1.5 -1.0 0.8 -0.858
H 6.4465 -0.6452 1.6563 0.0 0.1 -0.2 0.262
H 5.4881 0.1207 0.3480 0.0 0.1 0.2 0.255
H 5.8093 1.0319 1.8668 0.1 -0.6 -0.2 0.264
H 2.2813 -1.8345 2.5892 0.0 0.2 -0.2 0.316
H -0.1005 -2.0049 3.0262 0.0 0.1 -0.4 0.331
H -2.4606 -2.0141 3.9132 -0.1 0.2 -0.1 0.369
H -4.7783 -1.0734 3.7653 0.2 0.1 -0.1 0.401
H -6.6614 2.6645 2.1655 0.1 0.1 -0.1 0.235
H -4.9434 3.1741 2.3151 -0.2 -0.3 0.0 0.321
H -5.4939 2.2954 0.8468 -0.1 0.0 0.4 0.339
H -3.2795 2.1809 1.3205 0.1 -0.5 0.2 0.320
H -1.0320 1.2493 1.4444 -0.2 -0.4 0.0 0.614
H -0.0284 1.7422 3.3339 0.2 -0.1 0.0 0.699
H 2.4393 5.2906 2.5084 0.0 0.0 -0.2 0.241
H 3.5500 4.0431 1.8154 -0.5 0.3 0.0 0.243
H 1.9512 4.3590 1.0454 0.1 0.0 0.2 0.264
Cl 0.8577 -0.9292 -0.8216 0.3 0.1 2.7 -0.145
C 0.5587 -1.0378 -2.4391 -1.1 -0.9 -3.6 -0.722
S -0.9463 -1.5914 -3.0586 3.1 0.8 0.3 1.003
C -0.5026 -2.1799 -4.7146 0.1 0.3 0.2 -0.090
C -0.6970 -1.3555 -5.8207 0.2 -0.2 -0.1 -0.289
C -0.2711 -1.7876 -7.0809 0.0 -0.2 0.1 -0.434
C 0.3283 -3.0442 -7.2222 -0.1 0.2 0.1 -0.325
C 0.5045 -3.8711 -6.1062 -0.2 0.2 0.2 -0.506
C 0.0777 -3.4388 -4.8479 0.1 -0.1 -0.4 -0.261
O -1.3768 -2.7698 -2.3406 -1.0 -0.3 0.5 -0.673
O -1.8734 -0.5053 -3.2930 -1.2 0.0 -0.2 -0.672
H 1.2722 -0.6270 -3.1468 -0.3 0.1 0.2 0.363
H -1.1763 -0.3874 -5.6943 0.1 -0.2 0.1 0.382
H -0.4125 -1.1324 -7.9434 0.1 -0.3 0.2 0.331
H 0.6569 -3.3829 -8.2047 0.0 0.1 0.2 0.334
H 0.9732 -4.8533 -6.2014 -0.1 0.3 -0.1 0.330
H 0.1994 -4.0702 -3.9698 0.0 0.2 -0.1 0.381
```
Forces are in eV/Å.

Properties
HOMO level: -2.4 eV
Energy: -2199.3361 Ha
Charge: -1
Energy above the lowest of the compared OMol25 structures with the same formula, charge and spin: 0.0 kJ/mol

***

Question: What is the formula in the fourth record?
Answer: C23H22ClO6S

***

Question: Which of these has the lowest charge?
Answer: C23H22Cl5CrGeN6O3S4

***

Question: Look up the charge of the second one.
Answer: +2